1.
{
  "formula": "C52H56N3O11",
  "method": "ωB97M-V/def2-TZVPD",
  "elements": ["C", "H", "H", "O", "C", "C", "H", "C", "H", "C", "H", "H", "H", "C", "C", "H", "H", "O", "C", "O", "C", "C", "H", "H", "N", "O", "H", "H", "H", "O", "C", "H", "H", "C", "H", "H", "C", "C", "H", "C", "H", "C", "H", "C", "C", "C", "C", "C", "H", "C", "C", "H", "O", "C", "H", "H", "H", "H", "C", "O", "O", "H", "C", "C", "H", "H", "C", "C", "C", "H", "H", "H", "N", "H", "C", "C", "H", "H", "C", "H", "C", "C", "H", "H", "O", "C", "C", "H", "H", "H", "H", "O", "C", "C", "C", "H", "C", "C", "C", "C", "C", "H", "C", "H", "C", "H", "C", "C", "H", "H", "H", "C", "H", "H", "C", "H", "H", "H", "C", "H", "N", "O"],
  "xyz": [[-1.607, 0.579, -0.818], [-5.110, 3.636, -3.311], [4.018, 3.591, -2.405], [-0.692, -9.195, 8.514], [-3.443, -5.712, 3.107], [-1.582, -1.921, -0.257], [-0.250, 1.620, -2.884], [1.248, 3.380, -1.603], [-5.385, -2.335, 3.754], [-2.310, 2.320, -2.656], [-2.801, 3.286, -2.560], [-5.600, 5.596, 0.557], [2.255, 4.082, 2.596], [2.469, -4.816, -1.090], [2.575, -0.046, -3.214], [-0.940, 1.124, -0.149], [4.844, 7.356, -3.409], [-2.129, -8.506, 3.465], [-0.229, -2.081, 0.482], [3.773, 11.238, -1.490], [2.880, -6.833, 0.245], [4.429, 7.221, -1.264], [-2.760, 1.837, -3.522], [-3.299, -0.655, -0.214], [2.160, 0.025, 2.616], [2.341, -5.117, -3.423], [2.745, -7.660, -3.111], [-0.794, 3.585, -0.973], [0.171, -7.223, 7.067], [-1.534, -4.365, 2.780], [-5.787, 3.973, -2.537], [0.597, -2.047, -0.229], [-7.576, 3.319, -3.465], [-6.073, 5.112, -0.288], [1.314, 5.489, -1.148], [0.364, 4.087, 0.923], [-3.498, -3.180, 3.288], [-2.720, -4.419, 3.037], [-2.949, -2.248, 3.229], [3.623, 1.680, -1.653], [3.076, -8.707, -0.873], [-4.798, -3.225, 3.567], [5.329, -0.437, -1.280], [4.563, 7.948, -2.547], [2.645, -5.373, 0.105], [4.349, 9.259, -2.623], [3.835, 9.314, -0.136], [-4.743, -5.756, 3.387], [1.579, 2.709, -3.669], [-0.866, -7.725, 5.290], [-0.507, -7.897, 6.559], [5.100, -2.675, -2.348], [-9.209, 4.119, -1.615], [-2.237, -0.567, 0.016], [2.842, 4.588, -0.870], [4.441, 9.810, -3.550], [-8.068, 5.281, 0.405], [-0.218, -3.042, 0.986], [-1.797, -8.666, 4.623], [4.623, 6.019, -1.195], [1.330, 2.164, -0.863], [3.964, 7.451, 0.861], [-1.021, -9.038, 7.359], [2.489, 0.494, 0.297], [-5.291, -6.688, 3.444], [2.627, -4.798, 1.023], [-1.955, -9.978, 6.688], [3.350, -2.164, -3.467], [-7.104, 3.803, -2.619], [3.558, 9.905, 0.728], [4.620, 1.803, -1.236], [3.258, -3.148, -3.898], [2.446, -1.236, -3.795], [-0.999, 0.106, -1.589], [1.761, 4.570, -0.760], [-8.011, 4.275, -1.541], [-0.357, 4.563, -2.343], [-2.993, -10.477, 4.909], [1.845, 0.749, 1.633], [2.914, 5.502, 1.624], [4.532, -0.644, -1.981], [2.041, 3.292, -2.883], [-1.411, -2.052, -1.325], [-3.083, 2.139, -0.618], [3.048, -7.339, 1.331], [-7.390, 4.944, -0.368], [-2.314, -9.805, 5.419], [-2.154, -0.339, 1.080], [-2.257, -2.714, 0.060], [1.137, 1.578, 1.680], [2.134, 4.307, -3.269], [-6.709, -4.559, 3.890], [2.631, 1.798, -0.469], [-0.233, 3.571, -1.904], [-5.525, -4.520, 3.638], [-0.721, 2.947, -3.892], [2.214, 4.677, 1.693], [4.051, 8.003, -0.065], [3.570, 0.321, -2.305], [-5.170, 4.641, -1.365], [-0.828, 2.543, -2.881], [-0.100, -1.280, 1.206], [2.905, -7.646, -0.999], [-3.509, 0.840, -1.692], [4.397, -1.889, -2.586], [1.635, 0.316, 3.441], [2.498, -5.629, -2.331], [1.368, 4.422, 0.687], [1.884, -0.208, -0.276], [3.460, 0.044, 0.489], [1.822, 0.690, -3.473], [3.967, 10.048, -1.422], [2.296, -3.755, -1.215], [3.060, 2.509, 0.245], [2.728, -7.087, -2.193], [-2.860, -6.606, 2.922], [-0.503, -6.900, 4.689], [3.811, 2.456, -3.562], [-2.687, 1.492, -1.401], [-2.320, -10.802, 7.288], [3.445, 2.785, -2.668], [-3.967, 4.797, -1.289]],
  "lowdin_charge": [-0.20, 0.12, 0.17, 0.12, 0.02, -0.24, 0.09, -0.45, 0.12, -0.19, 0.07, 0.12, 0.06, 0.01, -0.09, 0.10, 0.12, 0.08, -0.08, 0.14, -0.38, -0.38, 0.11, 0.10, 0.12, 0.08, 0.12, 0.13, 0.12, 0.09, 0.02, 0.05, 0.13, 0.02, 0.14, 0.11, 0.01, -0.38, 0.12, -0.13, 0.13, 0.02, 0.12, 0.02, 0.03, 0.04, 0.04, 0.03, 0.12, 0.02, 0.03, 0.11, 0.12, -0.21, 0.08, 0.13, 0.13, 0.05, -0.38, 0.05, -0.04, 0.11, -0.38, -0.10, 0.13, 0.13, 0.03, -0.11, 0.03, 0.13, 0.17, 0.09, 0.10, 0.10, -0.12, -0.38, 0.14, 0.12, -0.24, 0.05, -0.01, -0.03, 0.10, 0.11, 0.12, 0.03, 0.02, 0.10, 0.09, 0.11, 0.16, 0.11, -0.28, -0.09, -0.38, 0.12, 0.03, 0.02, -0.19, -0.38, -0.19, 0.05, 0.03, 0.10, -0.03, 0.06, -0.37, -0.15, 0.11, 0.13, 0.10, -0.37, 0.10, 0.14, 0.02, 0.09, 0.12, 0.19, -0.18, 0.12, 0.15, 0.08],
  "fmax_ev_per_a": 1.33,
  "molar_mass_g_mol": 899.03,
  "gap_ev": 7.41,
  "charge": 1,
  "e_lumo_ev": -3.988,
  "homo_ha": -0.419
}

=====

2.
{
  "formula": "C5H7FO2",
  "method": "ωB97M-V/def2-TZVPD",
  "elements": ["F", "C", "C", "H", "C", "H", "O", "C", "H", "C", "H", "H", "O", "H", "H"],
  "xyz": [[1.439, -2.419, -1.922], [0.329, 1.775, 1.186], [0.998, -2.077, -0.648], [-2.120, 0.788, 0.609], [-0.160, -1.139, -0.735], [0.728, -3.036, -0.112], [0.786, 0.534, 0.651], [-1.339, 1.056, -0.103], [1.191, 2.490, 1.186], [-0.214, 0.030, -0.119], [-0.985, -1.458, -1.347], [-0.021, 1.600, 2.198], [-0.675, 2.223, 0.350], [-1.788, 1.248, -1.076], [1.831, -1.614, -0.118]],
  "lowdin_charge": [-0.06, -0.20, -0.20, 0.13, -0.03, 0.13, 0.01, -0.10, 0.15, -0.26, 0.11, 0.13, -0.07, 0.14, 0.11],
  "smiles": "FC/C=C1/COCO1",
  "relative_energy_kj_mol": 38.6,
  "fmax_ev_per_a": 1.43,
  "molar_mass_g_mol": 118.11,
  "gap_ev": 9.96,
  "e_lumo_ev": 0.859,
  "homo_ha": -0.335
}